# 1
Formula: C31H54AsCdNO4STe
Source: the OMol25 dataset
Level of theory: the ωB97M-V functional and the def2-TZVPD basis

```
94
Properties=species:S:1:pos:R:3
Cd -0.520 -1.003 0.505
C -1.134 -0.959 4.156
C -1.258 0.102 3.089
C -2.436 0.226 2.328
C -3.580 -0.740 2.518
C -2.559 1.276 1.408
C -3.850 1.440 0.644
C -1.503 2.178 1.220
C -1.594 3.228 0.141
C -0.348 2.072 2.000
C 0.774 3.067 1.864
C -0.208 1.009 2.899
C 1.097 0.817 3.632
H -0.625 -1.854 3.787
H -2.108 -1.262 4.531
H -0.563 -0.586 5.005
H -4.300 -0.358 3.248
H -3.234 -1.714 2.852
H -4.115 -0.906 1.584
H -3.898 0.752 -0.204
H -3.963 2.451 0.261
H -4.709 1.239 1.283
H -2.119 4.127 0.480
H -2.117 2.839 -0.732
H -0.606 3.522 -0.205
H 1.540 2.690 1.181
H 1.249 3.251 2.827
H 0.424 4.025 1.488
H 1.124 1.377 4.571
H 1.932 1.148 3.018
H 1.268 -0.232 3.867
C 3.590 -1.025 0.026
S 2.195 -0.200 -0.684
O 2.707 0.955 -1.378
O 1.341 0.160 0.493
O 1.479 -1.177 -1.502
H 4.130 -0.303 0.634
H 4.217 -1.378 -0.789
H 3.246 -1.857 0.636
C -1.807 -0.769 -4.787
N -2.042 -0.139 -3.502
C -3.135 0.808 -3.394
C -1.371 -0.522 -2.420
O -1.648 -0.134 -1.277
H -2.636 -1.430 -5.049
H -0.888 -1.350 -4.746
H -1.707 -0.011 -5.563
H -3.123 1.464 -4.264
H -3.003 1.399 -2.491
H -4.099 0.296 -3.350
H -0.539 -1.210 -2.600
C 3.500 -5.311 4.540
C 2.341 -4.956 3.648
C 1.048 -4.884 4.138
C -0.032 -4.539 3.326
C -1.414 -4.561 3.923
C 0.203 -4.231 1.982
Te -1.399 -3.529 0.765
C 1.493 -4.380 1.443
C 1.775 -4.223 -0.026
C 2.538 -4.723 2.292
H 3.177 -5.436 5.573
H 4.265 -4.533 4.517
H 3.971 -6.241 4.220
H 0.865 -5.107 5.184
H -1.366 -4.773 4.991
H -2.023 -5.334 3.448
H -1.942 -3.620 3.774
H 1.618 -3.202 -0.378
H 1.098 -4.843 -0.614
H 2.802 -4.509 -0.253
H 3.536 -4.830 1.877
C 1.830 0.491 -4.614
C 0.937 1.704 -4.840
As 0.374 2.588 -3.170
C 1.997 3.681 -2.941
C 2.135 4.272 -1.545
C -0.738 3.943 -4.090
C -1.111 5.127 -3.205
H 2.104 0.020 -5.561
H 1.345 -0.257 -3.984
H 2.750 0.766 -4.097
H 0.025 1.425 -5.372
H 1.442 2.455 -5.454
H 1.993 4.454 -3.715
H 2.836 3.013 -3.137
H 1.280 4.896 -1.272
H 3.032 4.890 -1.463
H 2.214 3.469 -0.813
H -1.644 3.436 -4.434
H -0.200 4.279 -4.981
H -1.628 4.800 -2.301
H -1.768 5.826 -3.727
H -0.226 5.684 -2.894
```

Computed properties:
- Gap between HOMO and LUMO: 7.81 eV


# 2
Formula: C35H55N5O5PbSSi4
Source: the OMol25 dataset
Level of theory: the ωB97M-V functional and the def2-TZVPD basis

```
106
Properties=species:S:1:pos:R:3
Pb 1.175 0.966 1.031
C -0.778 2.179 -5.606
O -0.913 3.428 -4.950
C -0.799 3.446 -3.603
C -0.964 4.706 -2.999
C -0.865 4.800 -1.641
C -0.593 3.689 -0.811
C -0.548 3.873 0.632
C -1.007 5.181 1.233
O -0.156 3.007 1.419
C -0.434 2.415 -1.428
O -0.234 1.304 -0.771
C -0.539 2.331 -2.835
H -0.916 2.379 -6.665
H -1.538 1.472 -5.265
H 0.215 1.754 -5.442
H -1.164 5.566 -3.622
H -0.995 5.772 -1.187
H -0.341 5.993 0.937
H -0.977 5.084 2.315
H -2.015 5.434 0.904
H -0.392 1.355 -3.274
N 1.692 -6.863 -4.872
C 1.673 -6.095 -3.711
C 0.474 -5.564 -3.234
C 0.454 -4.849 -2.050
C 1.624 -4.643 -1.336
C 2.819 -5.178 -1.794
C 2.842 -5.902 -2.971
S 1.565 -3.713 0.167
O 0.227 -3.935 0.697
O 2.698 -4.091 0.963
N 1.557 -2.144 -0.188
C 2.572 -1.538 -0.837
N 3.560 -2.232 -1.435
C 4.431 -1.551 -2.154
C 4.373 -0.171 -2.322
C 3.378 0.470 -1.615
N 2.502 -0.183 -0.860
H 0.943 -6.685 -5.520
H 2.588 -6.930 -5.328
H -0.445 -5.735 -3.783
H -0.478 -4.471 -1.652
H 3.719 -5.019 -1.217
H 3.772 -6.332 -3.325
H 5.217 -2.135 -2.624
H 5.083 0.368 -2.931
H 3.279 1.550 -1.631
N -1.119 -1.342 -0.548
H -0.169 -1.719 -0.271
H -0.932 -0.351 -0.801
H -1.371 -1.815 -1.415
C 2.823 2.585 0.766
C 2.838 3.375 2.020
C 3.240 2.799 3.230
C 3.191 3.509 4.420
C 2.737 4.820 4.437
C 2.343 5.413 3.243
C 2.394 4.701 2.057
H 3.735 1.997 0.646
H 2.680 3.216 -0.112
H 3.607 1.777 3.234
H 3.510 3.036 5.341
H 2.700 5.376 5.365
H 1.998 6.440 3.239
H 2.093 5.175 1.129
C -0.313 -2.148 3.338
Si -1.901 -1.261 2.932
C -3.334 -2.110 3.808
C -1.865 0.523 3.519
Si -2.544 -1.478 0.675
Si -3.908 0.264 -0.159
C -3.646 0.357 -2.019
C -3.418 1.906 0.590
C -5.738 -0.022 0.149
Si -3.562 -3.566 0.254
C -3.608 -3.788 -1.616
C -2.725 -5.026 1.072
C -5.336 -3.510 0.873
H -0.137 -2.116 4.417
H 0.544 -1.692 2.839
H -0.346 -3.189 3.017
H -3.233 -1.997 4.891
H -3.362 -3.178 3.584
H -4.295 -1.675 3.522
H -1.315 0.579 4.463
H -2.880 0.880 3.707
H -1.394 1.217 2.822
H -2.620 0.633 -2.267
H -4.295 1.126 -2.447
H -3.884 -0.588 -2.513
H -2.337 2.042 0.535
H -3.712 1.977 1.639
H -3.897 2.722 0.043
H -6.131 -0.826 -0.473
H -6.282 0.891 -0.106
H -5.959 -0.261 1.191
H -2.611 -3.904 -2.048
H -4.091 -2.936 -2.103
H -4.178 -4.683 -1.875
H -1.647 -4.894 1.150
H -2.908 -5.934 0.491
H -3.135 -5.187 2.071
H -5.978 -2.878 0.261
H -5.394 -3.158 1.905
H -5.745 -4.524 0.852
```

Computed properties:
- Gap between HOMO and LUMO: 7.66 eV


# 3
Formula: C9H10N4O2
Source: the OMol25 dataset
Level of theory: the ωB97M-V functional and the def2-TZVPD basis

```
25
Properties=species:S:1:pos:R:3
C 1.876 -1.962 0.262
C -2.156 -1.706 0.803
C -0.812 -1.535 0.829
C -2.866 -1.033 -0.231
C -0.934 -0.047 -1.080
C 2.353 0.160 -1.308
C 2.103 0.521 0.121
C 1.245 -0.734 0.021
C 1.391 1.838 0.417
N 2.396 -2.968 0.463
N -2.251 -0.256 -1.092
N -0.171 -0.749 -0.068
N -4.197 -1.163 -0.361
O -0.354 0.681 -1.853
O 2.318 2.862 0.694
H -2.658 -2.326 1.525
H -0.194 -2.023 1.570
H 1.715 0.552 -2.076
H 3.174 -0.486 -1.560
H 2.959 0.390 0.785
H 0.783 1.743 1.322
H 0.740 2.107 -0.425
H -4.726 -1.770 0.238
H -4.646 -0.683 -1.120
H 2.848 3.019 -0.095
```

Computed properties:
- Gap between HOMO and LUMO: 8.95 eV


# 4
Formula: C30H26BrGeN3O2RhS
Source: the OMol25 dataset
Level of theory: the ωB97M-V functional and the def2-TZVPD basis

```
65
Properties=species:S:1:pos:R:3
Rh 0.025 0.291 -0.102
Br 2.661 1.833 -0.813
C 2.998 0.560 0.552
C 4.225 0.323 1.127
C 4.274 -0.656 2.119
C 3.133 -1.362 2.476
C 1.951 -1.057 1.825
N 1.911 -0.105 0.907
C 0.617 -1.800 2.020
O 0.558 -2.660 2.860
O -0.315 -1.424 1.212
H 5.102 0.873 0.818
H 5.216 -0.867 2.608
H 3.142 -2.133 3.233
N -1.504 3.399 -0.210
C -1.902 2.487 0.705
S -0.665 1.727 1.639
N -3.202 2.261 0.807
C -3.994 1.414 1.645
C -3.582 0.883 2.862
C -4.473 0.144 3.623
C -5.770 -0.072 3.183
C -6.171 0.435 1.955
C -5.291 1.178 1.192
H -0.553 3.721 -0.155
H -2.164 4.021 -0.655
H -3.778 2.782 0.157
H -2.588 1.056 3.233
H -4.154 -0.257 4.575
H -6.468 -0.626 3.795
H -7.172 0.249 1.591
H -5.612 1.571 0.232
C 1.466 -3.275 -0.797
Ge 0.599 -1.677 -1.555
C -1.054 -2.251 -2.517
C -2.274 -1.711 -2.124
C -3.447 -2.173 -2.706
C -3.385 -3.150 -3.689
C -2.165 -3.685 -4.077
C -0.987 -3.230 -3.496
C 1.779 -0.993 -3.060
C 3.008 -1.630 -3.256
C 3.922 -1.140 -4.180
C 3.579 -0.061 -4.988
C 2.334 0.584 -4.850
C 1.984 1.679 -5.661
C 0.752 2.297 -5.530
C -0.137 1.865 -4.551
C 0.197 0.802 -3.726
C 1.420 0.126 -3.858
H 1.620 -4.023 -1.574
H 0.805 -3.696 -0.041
H 2.423 -3.045 -0.325
H -2.312 -0.958 -1.338
H -4.402 -1.775 -2.387
H -4.295 -3.492 -4.163
H -2.120 -4.456 -4.835
H -0.036 -3.646 -3.810
H 3.272 -2.506 -2.677
H 4.892 -1.610 -4.272
H 4.262 0.281 -5.757
H 2.704 2.039 -6.387
H 0.477 3.114 -6.184
H -1.095 2.356 -4.448
H -0.511 0.452 -2.980
```

Computed properties:
- Net charge: +2
- 2S+1: 2
- Gap between HOMO and LUMO (alpha / beta): 5.68 / 4.06 eV


# 5
Formula: C14H17Cl2N3O2S
Source: the OMol25 dataset
Level of theory: the ωB97M-V functional and the def2-TZVPD basis

```
39
Properties=species:S:1:pos:R:3
O 1.959 1.640 -0.468
C 0.934 1.956 0.068
N 0.589 1.106 1.020
N 1.519 0.149 1.576
C 1.681 0.024 2.955
N 2.588 -0.984 3.490
H 2.424 -1.294 4.561
C 3.637 -1.735 2.542
H 3.834 -1.280 1.614
H 4.452 -1.770 3.151
C 3.106 -3.410 2.267
H 3.013 -3.755 3.277
C 1.891 -3.106 1.467
H 1.263 -4.304 1.562
H 1.271 -2.389 1.477
C 2.471 -3.457 0.166
H 2.677 -2.282 -0.216
C 3.749 -4.194 0.452
H 3.614 -5.257 0.052
H 4.585 -3.976 -0.208
O 4.192 -3.919 1.715
H 1.880 -4.088 -0.616
S 0.434 0.266 3.923
H 2.291 -0.080 1.086
H 0.178 1.315 1.685
C -0.021 2.987 -0.254
C -0.929 2.544 -1.112
C -2.123 1.798 -1.006
C -3.005 1.273 -1.698
C -2.654 1.292 -3.114
C -1.292 1.735 -3.616
C -0.395 2.411 -2.580
H 0.435 2.689 -2.874
H -1.010 1.840 -4.460
Cl -3.597 0.640 -4.286
Cl -4.545 0.561 -1.489
H -2.365 2.012 0.062
H -0.707 3.112 0.819
H 0.577 3.768 -0.603
```

Computed properties:
- Gap between HOMO and LUMO: 8.29 eV


# 6
Formula: C4H5O3P
Source: the OMol25 dataset
Level of theory: the ωB97M-V functional and the def2-TZVPD basis

```
13
Properties=species:S:1:pos:R:3
C -0.441 0.838 0.210
C 1.579 -0.741 2.200
C -0.772 1.315 -1.114
C 0.190 0.192 -0.895
O 1.584 -0.297 3.252
O -0.500 0.870 1.403
O 1.592 -1.184 1.142
P -0.541 -1.407 -1.408
H -0.507 2.378 -1.201
H -1.793 1.166 -1.416
H 1.162 0.448 -1.214
H -1.676 -1.384 -0.524
H 0.124 -2.194 -0.436
```

Computed properties:
- 2S+1: 3
- Gap between HOMO and LUMO (alpha / beta): 6.46 / 7.68 eV


# 7
Formula: C2H12NO4
Source: the OMol25 dataset
Level of theory: the ωB97M-V functional and the def2-TZVPD basis

```
19
Properties=species:S:1:pos:R:3
C -1.662 -0.291 1.318
O -1.952 -1.670 1.573
C -0.162 -0.036 1.278
N 0.419 -0.237 -0.056
H -2.053 0.293 2.154
H -2.226 -0.034 0.426
H 0.266 -0.752 1.984
H 0.048 0.997 1.572
H 0.208 -1.439 -0.399
H 1.430 -0.346 0.067
H 0.719 -3.093 -0.291
H -1.317 -2.179 1.017
O -0.122 -2.625 -0.266
H -0.295 2.230 -1.572
H 0.472 0.899 -0.584
O 0.341 2.134 -0.871
H 2.671 1.641 -2.679
H 1.701 2.494 -1.902
O 2.530 2.563 -2.459
```

Computed properties:
- Net charge: -1
- Gap between HOMO and LUMO: 8.63 eV


# 8
Formula: C12H12BrP
Source: the OMol25 dataset
Level of theory: the ωB97M-V functional and the def2-TZVPD basis

```
26
Properties=species:S:1:pos:R:3
C -4.430 0.656 -0.220
C -3.738 1.794 0.127
C -3.764 -0.466 -0.638
C -2.317 1.847 0.055
C -2.368 -0.505 -0.552
C -1.606 0.654 -0.222
C 0.940 -0.534 0.167
C 2.296 -0.837 0.196
C 3.388 0.053 0.228
C 4.590 -0.518 0.234
C 2.784 -2.303 0.146
C 3.196 1.591 0.086
P 0.169 0.996 -0.121
Br 6.170 0.477 -0.181
H -5.472 0.932 -0.358
H -4.402 2.615 0.176
H -4.315 -1.388 -0.758
H -1.703 2.603 0.323
H -1.928 -1.440 -0.781
H 0.410 -1.453 0.449
H 3.790 -2.515 0.352
H 2.681 -2.436 -0.911
H 2.101 -3.002 0.764
H 2.350 1.918 0.636
H 3.162 1.721 -1.039
H 4.095 2.075 0.403
```

Computed properties:
- Gap between HOMO and LUMO (alpha / beta): 5.07 / 5.81 eV


Relative energy (zero: lowest compared OMol25 entry of this formula, charge and spin)
In order: 31.91, 13.20, 128.19, 305.83, 1442.65, 0.00, 84.28, 394.51
Unit: kJ/mol